Entry 1:
Here is 2 unconnected molecules or ions with the total composition C2H7N2O at a distorted geometry from OMol25. Energies are from ωB97M-V/def2-TZVPD.

Values from the calculation:
Electronic energy in eV: -7207.5327
Kohn-Sham gap in eV: 10.272
HOMO energy in Ha: -0.549
Energy relative to the best compared isomer or geometry (same formula, charge and spin) in kcal/mol: 37.18
Multiplicity: 1
LUMO in hartree: -0.17150
Total charge: +1

Structure (XYZ):
```
12
Properties=species:S:1:pos:R:3:forces:R:3:lowdin_charge:R:1
H -3.0049 1.0628 -0.1075 -0.6 -2.1 -0.6 0.17
N -2.9496 0.0450 -0.4160 3.2 2.2 1.3 0.17
H 0.7105 0.1491 0.3379 0.9 -1.0 -1.3 0.11
N 1.7990 -0.1681 0.2157 -0.2 2.4 1.7 0.16
C 2.7995 0.5034 0.6547 -5.3 2.6 -1.5 0.16
H 2.0851 -1.0292 -0.0867 -0.3 -3.4 -0.7 0.09
O -0.7405 0.1773 0.1630 -1.5 -0.1 -0.6 -0.06
H 3.6718 -0.0005 0.7901 2.9 -0.5 0.3 0.09
H -1.4740 -1.4096 -0.8908 -0.6 0.7 0.2 0.16
H -3.6184 -0.4664 -0.9036 -1.6 -0.4 -0.8 0.09
C -1.6901 -0.4209 -0.4109 1.0 0.1 0.8 -0.30
H 2.4115 1.5571 0.6542 1.9 -0.5 1.3 0.15
```
Positions in Å, forces in eV/Å.

***

Entry 2:
Here is a molecular structure, C8H5ClNO4 at a distorted geometry from OMol25. Energies are from ωB97M-V/def2-TZVPD.

Values from the calculation:
Electronic energy in eV: -30575.7604
Kohn-Sham gap in eV: 7.327
HOMO energy in Ha: -0.155
Energy relative to the best compared isomer or geometry (same formula, charge and spin) in kcal/mol: 15.90
Multiplicity: 1
LUMO in hartree: 0.11430
Total charge: -1

Structure (XYZ):
```
19
Properties=species:S:1:pos:R:3:forces:R:3:lowdin_charge:R:1
H -2.6444 -2.9606 -1.0406 0.3 1.7 0.1 0.11
H 1.5933 -1.9153 -0.9684 -1.3 -0.4 0.4 0.07
C 0.5044 -1.7693 -0.7478 0.2 0.8 -1.0 -0.13
H -1.2315 0.9931 0.3440 -0.1 -0.7 -0.3 0.12
C -1.1072 -0.0255 -0.0561 1.4 1.1 0.5 -0.06
O 0.7601 2.4348 0.2049 -2.8 2.2 -0.5 -0.08
O 0.7174 2.4234 2.7225 1.5 -1.3 1.0 0.14
C 0.1041 2.9364 1.8813 -1.8 1.8 -0.7 -0.59
Cl 3.2306 -0.3647 0.0605 1.0 -0.3 -0.1 0.69
C -2.1044 -0.8869 -0.3898 -3.8 0.4 0.7 -0.15
H -3.1730 -0.6621 -0.1915 0.8 0.4 -0.1 0.11
C -0.5571 -2.5556 -1.1686 0.0 -1.2 1.0 -0.10
O 2.9767 2.5037 0.1562 -0.8 0.2 -0.4 -0.11
H -0.2339 -3.5972 -1.4717 -1.1 1.2 -0.1 0.11
O -0.7889 3.6622 1.5620 0.3 -0.4 -0.2 0.08
C -1.9076 -2.1177 -0.8906 2.4 -4.3 -1.6 -0.12
C 1.8573 0.5805 0.1305 -4.4 -3.4 -0.9 -0.54
C 0.1411 -0.5472 -0.2402 4.8 3.4 1.0 -0.04
N 1.8630 1.8681 0.1036 3.6 -1.1 1.1 -0.50
```
Positions in Å, forces in eV/Å.

***

Entry 3:
Here is C22H32N2O4 in the gas phase at a distorted geometry from OMol25. Energies are from ωB97M-V/def2-TZVPD.

Values from the calculation:
Electronic energy in eV: -34483.7871
SMILES string: CCOc1ccc(C(=O)NCC(=O)N2CC[C@@H]3CCCC[C@H]3C2)cc1OCC
Kohn-Sham gap in eV: 8.764
HOMO energy in Ha: -0.295
Energy relative to the best compared isomer or geometry (same formula, charge and spin) in kcal/mol: 519.35
Multiplicity: 1
LUMO in hartree: 0.02739
Total charge: 0

Structure (XYZ):
```
60
Properties=species:S:1:pos:R:3:forces:R:3:lowdin_charge:R:1
C 2.1825 1.1280 2.9122 -8.6 5.9 6.9 -0.10
H -4.5850 -0.4458 -4.0411 0.0 0.6 -1.7 0.15
O 3.7155 0.9401 4.6303 3.1 -1.2 -0.4 -0.01
H 0.5333 1.5839 -3.0350 0.1 -0.1 0.4 0.12
H 4.3088 -0.2329 0.3597 0.8 -1.1 -0.7 0.11
C -1.6615 0.1578 -4.3395 -13.2 -1.0 6.6 -0.05
H 7.3166 -0.0781 3.2078 -2.7 0.4 2.8 0.20
H -5.0289 -0.6113 -1.1941 1.5 -0.8 2.1 0.08
H 6.9636 1.9027 2.1438 -1.2 -0.5 2.6 0.14
H -4.4938 -3.3110 -1.1265 -0.8 -0.5 -2.4 0.18
C -1.2622 1.3223 -1.9060 -1.8 -5.6 -4.2 -0.39
H -1.1530 -1.9812 -3.6037 -0.3 1.8 -0.4 0.15
C 2.0888 0.4805 6.2411 -6.3 12.3 1.3 -0.03
C 1.7421 0.1764 -0.5653 1.2 9.3 10.5 -0.65
H 2.5479 -0.2029 6.4855 8.6 -12.5 4.7 -0.05
H -2.2274 -1.7454 -4.8360 -0.5 -1.3 -2.8 0.07
C -3.6891 0.8518 -2.5731 5.7 -1.4 -3.3 -0.04
H -6.7947 -2.0617 -1.5542 0.4 -0.9 -1.4 0.12
O -1.6490 1.3593 -0.7836 -1.0 1.9 2.2 0.06
H -3.7178 1.3245 -1.6251 -0.4 -0.8 1.2 0.12
H -6.3002 -2.0899 -3.3795 -1.6 -0.5 -2.0 0.06
C 0.1699 0.9854 -2.1755 2.2 -2.4 -2.8 -0.11
C -1.9529 -1.2429 -3.9839 0.3 -4.5 1.4 -0.15
H 5.6191 2.5104 3.3958 3.0 -1.2 0.1 0.14
H 1.4799 0.1581 5.5691 -4.5 -1.9 -4.1 0.03
H -2.5424 0.4685 -4.8661 0.8 0.5 -2.1 0.13
H -0.7768 0.2780 -4.4635 10.4 2.5 -2.5 0.01
H 1.3376 1.7874 3.6884 2.9 -2.3 -1.4 0.22
N -2.1748 0.8056 -3.0045 3.3 4.0 4.1 -0.03
C -6.0338 -2.1245 -2.3833 3.6 0.4 3.3 -0.09
H -3.9747 1.4925 -3.2870 -2.1 3.0 -2.1 0.08
H 7.4978 2.1925 3.6839 2.6 1.4 2.5 0.01
C 2.9806 1.4458 5.6257 3.0 0.6 5.3 -0.30
H -2.7323 -1.5753 -2.1750 2.3 0.1 6.0 0.08
C 2.4601 0.7186 0.7584 -0.1 -5.0 -0.1 -0.07
H 3.6807 1.9328 6.5471 -0.8 -1.8 -2.3 0.19
C -4.8667 -3.3479 -2.2629 -1.6 7.9 6.3 -0.19
H 6.0288 0.4525 4.5324 -4.0 -1.6 12.1 -0.01
C 6.6437 1.8099 3.3238 -5.5 2.2 -5.8 -0.10
C 3.3357 0.8388 3.3453 5.5 -2.3 2.0 -0.25
H -5.2678 -4.1521 -2.5489 -3.4 -6.7 -1.3 0.02
O 5.4431 -0.1712 2.5027 3.2 0.4 4.6 0.00
C 6.2580 0.4332 3.6783 8.1 -1.8 -16.7 -0.13
C 4.2189 0.2204 2.4559 -3.2 0.2 -4.0 -0.26
H 0.5134 1.4740 1.4857 2.8 -0.6 1.1 0.16
C 3.6760 0.0139 1.1605 -2.2 3.6 0.3 0.10
C -3.1557 -1.5493 -3.0394 -0.4 -2.4 -4.1 -0.24
H 1.5183 0.8022 7.1853 0.8 0.1 -1.6 0.15
H -6.1032 0.1111 -2.0371 1.7 -1.7 -1.8 0.18
H 0.5330 1.9886 -0.2709 2.2 -4.0 -2.9 0.26
N 1.0427 1.1039 -1.0296 -9.1 9.7 0.2 0.05
H 0.3095 -0.2154 -2.6576 -0.7 3.4 1.8 0.21
H 2.6116 2.3254 5.4085 -2.8 4.3 -1.8 0.05
H -3.1086 -3.7938 -3.2811 1.1 -0.7 0.4 0.09
C -4.1165 -0.4775 -3.0940 -3.4 0.2 2.4 -0.35
H -4.1774 -2.9730 -4.3922 0.0 -0.4 3.2 0.19
C 1.6424 1.1649 1.7542 -3.9 0.6 -6.3 -0.12
O 2.2442 -0.5359 -1.2150 6.6 -13.1 -8.9 0.19
C -5.2471 -0.7754 -2.1982 -5.3 0.4 1.0 -0.21
C -3.8503 -3.0473 -3.1528 3.6 4.5 -7.4 -0.18
```
Positions in Å, forces in eV/Å.

***

Entry 4:
Here is C8H12 in the gas phase at a distorted geometry from OMol25. Energies are from ωB97M-V/def2-TZVPD.

Values from the calculation:
Electronic energy in eV: -8487.1647
SMILES string: C=C1[C@H](C)[C@@H]2C[C@]12C
Kohn-Sham gap in eV: 9.986
HOMO energy in Ha: -0.327
Energy relative to the best compared isomer or geometry (same formula, charge and spin) in kcal/mol: 55.75
Multiplicity: 1
LUMO in hartree: 0.03989
Total charge: 0

Structure (XYZ):
```
20
Properties=species:S:1:pos:R:3:forces:R:3:lowdin_charge:R:1
C 1.9758 -1.5278 -0.2623 0.7 0.6 0.9 -0.04
H -2.1369 2.5115 -0.4906 -0.2 0.4 -0.4 0.05
H 2.1345 -1.9739 0.7168 0.3 -0.4 0.1 0.07
H 1.6518 0.7293 2.2177 0.7 -0.4 0.2 0.05
C 1.0149 1.2097 1.5127 -0.7 -0.5 0.5 0.07
H -0.3567 -0.6237 -2.4611 0.3 0.0 3.1 0.17
C -1.9142 1.5398 -0.0875 -0.7 -1.3 -0.2 -0.07
H 2.8879 -0.8434 -0.3947 -1.6 -0.7 -0.2 0.10
H 0.6495 2.1583 1.8610 -0.1 0.5 -0.3 0.06
H -2.7143 0.7953 -0.4894 1.4 1.3 0.8 0.11
H 1.9978 -2.3266 -1.0074 -0.1 0.2 0.0 0.07
C -0.3218 -0.5002 -1.2722 -1.2 3.6 -1.1 -0.12
C 0.4344 0.5685 0.5132 1.6 -1.4 0.0 -0.27
C 0.6410 -0.8182 -0.1586 0.8 0.7 -0.1 -0.39
H -1.4575 -1.0279 0.5733 0.6 -0.7 -0.9 0.12
C -0.4968 1.0973 -0.4864 -1.5 -2.7 -2.4 -0.22
H 0.0187 1.7868 -1.1293 0.1 0.5 -0.3 0.12
H -1.0069 -2.4897 -0.5104 0.9 1.0 0.5 0.12
H -2.0218 1.6533 1.0086 0.0 -0.3 -0.5 0.08
C -0.7473 -1.4414 -0.1969 -1.3 -0.5 0.2 -0.08
```
Positions in Å, forces in eV/Å.

***

Entry 5:
Here is a molecular structure, C3H5NS at a distorted geometry from OMol25. Energies are from ωB97M-V/def2-TZVPD.

Values from the calculation:
Electronic energy in eV: -15513.5036
Kohn-Sham gap in eV: 8.091
HOMO energy in Ha: -0.318
Energy relative to the best compared isomer or geometry (same formula, charge and spin) in kcal/mol: 77.69
Multiplicity: 1
LUMO in hartree: -0.02111
Total charge: 0

Structure (XYZ):
```
10
Properties=species:S:1:pos:R:3:forces:R:3:lowdin_charge:R:1
H -0.1091 1.8002 -0.8008 0.9 -1.3 -0.3 0.14
H -1.6984 0.4168 0.5412 -1.1 -1.2 1.3 0.09
C -0.2293 -1.0791 -0.0979 1.0 -3.4 2.8 -0.24
S 2.4986 -0.0777 -0.0605 1.7 -0.9 -0.8 0.74
C 0.0922 0.9091 -0.1155 -4.7 4.2 -2.5 -0.29
H -0.6411 -1.8447 -0.7571 0.9 -0.7 0.4 0.11
C 0.9524 -0.1910 -0.3887 1.2 0.0 1.5 -0.80
N -1.1094 0.0097 -0.1380 0.4 3.1 -1.1 -0.06
H 0.0513 1.5072 0.7576 1.3 -0.1 1.7 0.10
H 0.1929 -1.4506 1.0599 -1.7 0.3 -3.0 0.19
```
Positions in Å, forces in eV/Å.

***

Entry 6:
Here is a molecular structure, C14H21N3O at a distorted geometry from OMol25. Energies are from ωB97M-V/def2-TZVPD.

Values from the calculation:
Electronic energy in eV: -21363.1055
Kohn-Sham gap in eV: 8.155
HOMO energy in Ha: -0.302
Energy relative to the best compared isomer or geometry (same formula, charge and spin) in kcal/mol: 343.12
Multiplicity: 1
LUMO in hartree: -0.00242
Total charge: 0

Structure (XYZ):
```
39
Properties=species:S:1:pos:R:3:forces:R:3:lowdin_charge:R:1
H -4.6868 2.5738 1.6157 3.7 4.0 1.1 0.07
H 1.9872 -1.7654 0.1530 0.3 3.0 0.1 0.20
H 5.8916 -0.3623 1.5689 -1.4 0.8 -1.1 0.13
C 4.3089 -0.5287 -0.2094 3.3 -1.4 5.4 -0.18
O -0.7887 1.1308 -0.4129 -0.3 1.7 0.0 0.09
H 1.5334 1.0977 -1.0608 0.0 -2.3 -1.3 0.18
C -6.0389 -0.2475 0.3191 3.0 3.5 1.3 0.07
H 0.0628 -1.7039 -1.6095 0.4 -1.8 0.2 0.06
C 1.9443 -0.4154 0.1779 0.3 -8.0 0.4 -0.32
C 5.6252 0.0102 0.5167 2.3 -10.5 0.2 -0.19
H 0.0204 -0.2844 -3.0396 0.8 -1.2 3.7 0.23
C 3.2021 -0.0208 0.6696 1.6 3.5 -3.7 -0.26
H 3.2300 1.1368 0.5876 0.2 -1.5 0.8 0.17
C 6.9480 -0.5176 -0.2423 -0.8 10.4 0.4 -0.08
C 0.2978 -0.6929 -1.5145 -3.1 4.4 -5.0 -0.12
H -5.6802 -1.2241 -0.2414 -1.1 2.5 1.1 0.13
H -8.0383 -0.5409 0.5860 -0.8 0.3 0.1 0.10
H 4.4633 -1.6434 -0.2002 -0.8 1.0 -0.5 0.14
N -2.1333 -0.6606 -0.9743 9.1 -7.3 -6.1 -0.09
C -5.2761 1.7995 1.5478 -6.1 6.0 5.4 -0.20
C 1.6242 -0.0983 -1.1590 -1.2 2.6 -4.4 -0.28
C -0.9189 0.1126 -1.0185 -0.1 -2.7 1.7 -0.45
H -2.9220 1.2214 0.4227 5.0 3.6 1.4 0.02
N -3.3080 -0.5875 -0.6737 -7.7 7.9 5.9 0.01
H -2.0389 -1.7331 -1.4922 0.6 4.2 1.5 0.23
C -4.9755 0.9349 0.7512 2.7 -14.7 -10.5 -0.13
N -6.5437 2.1174 2.0929 -0.4 -4.6 -1.3 0.11
H 7.0292 -1.4018 -0.4513 0.0 -10.3 -1.5 -0.06
H -8.4439 1.2986 2.0666 0.5 -0.3 0.2 0.11
H 6.9684 -0.1078 -1.3407 0.3 0.1 2.0 0.11
C -3.5310 0.5812 0.0473 -7.8 -5.6 -1.3 0.04
H 5.6788 0.9334 0.4130 0.2 8.5 -0.2 0.00
H 4.4605 -0.0502 -1.0733 -0.3 1.2 -3.9 0.06
H 7.9035 -0.3161 0.3106 -0.9 0.6 -0.6 0.09
C -7.4150 1.1062 1.7243 -0.6 6.9 3.0 -0.18
C -7.2590 0.1770 0.7915 1.4 -6.0 -2.8 -0.16
H 2.2491 -0.4535 -2.1349 -0.4 1.1 3.1 0.17
H 1.2227 -0.4717 0.9107 -2.3 1.2 1.2 0.10
H 3.3471 -0.4036 1.5757 0.7 -0.9 4.1 0.08
```
Positions in Å, forces in eV/Å.